No. 1
CH6N4 in the gas phase at a distorted geometry. Source: the Open Molecules 2025 dataset; level of theory: ωB97M-V/def2-TZVPD.

Structure (XYZ):
```
11
Properties=species:S:1:pos:R:3:mulliken_charge:R:1
C 0.269 0.223 -1.558 -0.5672
N 0.408 -0.720 -0.485 -0.8323
N -0.723 0.796 0.905 -0.6101
N 0.131 -0.412 0.693 1.2139
N 0.407 -1.049 1.743 -0.8288
H -1.698 0.471 0.921 0.2608
H -0.512 1.192 1.799 0.2855
H 0.977 -1.867 1.531 0.2822
H 1.107 0.921 -1.561 0.2590
H 0.296 -0.353 -2.488 0.2866
H -0.663 0.798 -1.499 0.2504
```

Summary:
**E_HOMO**: -0.315 hartree
**E**: -260.59568 Ha
**HOMO-LUMO gap**: 9.5 eV
**F_max**: 2.040 eV/A

No. 2
CH6N4 in the gas phase at a distorted geometry. Source: the Open Molecules 2025 dataset; level of theory: ωB97M-V/def2-TZVPD.

Structure (XYZ):
```
11
Properties=species:S:1:pos:R:3:mulliken_charge:R:1
H -3.191 -0.319 -0.716 0.2104
N -2.230 0.038 -0.310 -0.5919
N -1.163 -0.793 -0.548 -0.1263
N -0.076 -0.332 -0.099 0.5124
C 0.155 0.814 0.744 -0.6906
N 1.078 -1.252 -0.179 -0.6475
H -0.814 1.182 0.851 0.4020
H 0.644 0.457 1.687 0.2261
H 0.855 1.516 0.206 0.2071
H 1.049 -1.664 0.732 0.2479
H 2.038 -1.046 -0.386 0.2506
```

Summary:
**E_HOMO**: -0.326 hartree
**E**: -260.57710 Ha
**HOMO-LUMO gap**: 9.8 eV
**F_max**: 6.143 eV/A

No. 3
A gas-phase ion, CH6N4O (charge +2) at a distorted geometry. Source: the Open Molecules 2025 dataset; level of theory: ωB97M-V/def2-TZVPD.

Structure (XYZ):
```
12
Properties=species:S:1:pos:R:3:mulliken_charge:R:1
N 1.055 0.792 0.032 -0.5743
N 1.000 -0.563 0.085 0.1784
N -0.355 -1.108 0.044 -0.1233
C -1.250 -0.221 -0.101 0.7747
N -1.543 1.026 0.023 -0.1788
O -2.468 -0.137 0.020 -0.1652
H 1.803 1.106 -0.493 0.2590
H 0.932 1.382 0.829 0.3155
H 1.506 -1.046 0.855 0.4085
H 1.537 -0.854 -0.789 0.4457
H -0.476 -2.158 0.077 0.3511
H -1.741 1.781 -0.582 0.3087
```

Summary:
**E_HOMO**: -0.784 hartree
**E**: -335.01380 Ha
**HOMO-LUMO gap**: 12.1 eV
**Total charge**: +2
**F_max**: 5.201 eV/A